No. 1
The following is a DFT calculation (ωB97M-V with the def2-TZVPD basis set) of one molecule with the formula C4H8N2O.

```
15
Properties=species:S:1:pos:R:3
C -0.9518 -0.8819 0.6511
C -0.2004 0.0970 -0.2466
C 1.2372 -0.3583 -0.3067
N 1.9715 0.1038 0.7924
O 1.6951 -1.0680 -1.1744
C -0.9507 0.7919 -1.3246
N -0.3922 1.5379 -0.2030
H -1.6549 -0.3554 1.3003
H -1.4821 -1.6118 0.0327
H -0.2660 -1.4538 1.2908
H 1.6827 -0.2603 1.6927
H 2.9647 0.0091 0.6567
H -0.5408 1.0325 -2.3050
H -2.0242 0.5880 -1.3324
H -1.0882 1.8293 0.4760
```

## Properties
relative energy (zero: lowest compared OMol25 entry of this formula, charge and spin) = 193.9 kJ/mol
total charge = 0
frontier orbital gap = 0.382 Ha
2S+1 = 1
DFT total energy = -9304.3832 eV
LUMO = 0.87 eV

These are the Mulliken partial charges, in e, on atoms 1 to 6: number 1, C, carries -1.27; number 2, C, carries 1.14; number 3, C, carries 0.08; number 4, N, carries -0.44; number 5, O, carries -0.57; number 6, C, carries -0.54



No. 2
The following is a DFT calculation (ωB97M-V with the def2-TZVPD basis set) of one molecule with the formula C4H5N3 in a non-equilibrium geometry.

```
12
Properties=species:S:1:pos:R:3
N -2.3775 -1.0003 0.0642
C -1.6571 -0.0805 -0.0023
C -0.8149 1.1258 -0.0477
N 0.4267 1.3726 0.0280
N 1.4712 0.4812 -0.0311
C 1.1480 -0.8831 -0.7409
C 1.3057 -0.8089 0.7183
H -1.4087 2.0745 -0.0569
H 0.1719 -0.9073 -1.1858
H 1.9850 -1.2937 -1.3195
H 0.4168 -0.8487 1.4061
H 2.3022 -1.1198 1.1650
```

## Properties
relative energy (zero: lowest compared OMol25 entry of this formula, charge and spin) = 428.1 kJ/mol
total charge = 0
frontier orbital gap = 0.341 Ha
2S+1 = 1
DFT total energy = -8695.3751 eV
LUMO = -0.25 eV

These are the Mulliken partial charges, in e, on atoms 1 to 6: number 1, N, carries -0.37; number 2, C, carries 0.14; number 3, C, carries 0.13; number 4, N, carries -0.35; number 5, N, carries -0.24; number 6, C, carries -0.37



No. 3
The following is a DFT calculation (ωB97M-V with the def2-TZVPD basis set) of C19H18F5GeNO4PdSSe as an isolated structure.

```
51
Properties=species:S:1:pos:R:3
Pd 0.4923 0.4487 -1.0271
O -0.2479 0.6985 3.5202
S 0.7157 -0.1133 2.8391
O 0.5683 -1.5399 2.8658
N 0.9175 0.4391 1.2911
C 2.1907 0.7053 1.0299
O 2.5736 0.9847 -0.1310
C 3.0840 0.6694 2.2194
C 4.4228 1.0023 2.3103
C 5.0223 0.9369 3.5620
C 4.2959 0.5517 4.6850
C 2.9505 0.2118 4.5901
C 2.3755 0.2787 3.3397
H 4.9724 1.3068 1.4299
H 6.0679 1.1933 3.6700
H 4.7870 0.5194 5.6487
H 2.3803 -0.0906 5.4578
C -2.4562 0.3220 -1.6803
Ge -1.8943 2.2093 -1.5266
C -3.2411 3.0399 -0.3827
C -1.8939 2.9501 -3.3332
C -0.0942 2.3579 -0.7231
H -3.5021 0.4030 -1.9879
H -2.4324 -0.1810 -0.7193
H -1.9449 -0.2842 -2.4281
H -4.2164 2.8784 -0.8437
H -3.0839 4.1108 -0.2647
H -3.2407 2.5776 0.6043
H -2.8706 2.7773 -3.7871
H -1.1357 2.4676 -3.9473
H -1.7058 4.0236 -3.3285
H -0.0614 2.5330 0.3491
H 0.6270 2.9809 -1.2516
F -4.7321 -4.4485 0.2404
C -3.5461 -3.8952 0.0053
C -2.7157 -4.4157 -0.9712
F -3.1066 -5.4777 -1.6776
C -1.4890 -3.8240 -1.2125
F -0.7358 -4.3640 -2.1743
C -1.0416 -2.7162 -0.4955
Se 0.7277 -2.0874 -0.8241
C -1.8979 -2.2247 0.4802
F -1.5747 -1.1408 1.1885
C -3.1360 -2.7900 0.7293
F -3.9385 -2.2708 1.6579
C 2.4610 -0.9509 -3.1349
C 1.2729 -0.1068 -2.8123
O 0.8066 0.7710 -3.4615
H 2.9206 -0.5424 -4.0329
H 2.1589 -1.9857 -3.2692
H 3.1440 -0.8993 -2.2854
```

## Properties
relative energy (zero: lowest compared OMol25 entry of this formula, charge and spin) = 99.5 kJ/mol
total charge = 0
frontier orbital gap = 0.232 Ha
2S+1 = 1
DFT total energy = -179435.8797 eV
LUMO = -1.98 eV

These are the Mulliken partial charges, in e, on atoms 1 to 6: number 1, Pd, carries 0.10; number 2, O, carries -0.66; number 3, S, carries 0.91; number 4, O, carries -0.64; number 5, N, carries -0.07; number 6, C, carries 1.14



No. 4
The following is a DFT calculation (ωB97M-V with the def2-TZVPD basis set) of C2H5InO as an isolated structure in a non-equilibrium geometry.

```
9
Properties=species:S:1:pos:R:3
In 0.2612 22.5130 -15.4230
C 4.9152 22.5705 -17.4099
C 3.9472 23.7332 -17.1047
O 2.7614 23.4836 -16.8409
H 5.9161 22.9829 -17.5273
H 4.7067 22.0356 -18.3582
H 4.7547 21.8035 -16.6449
H 4.1127 24.6214 -17.7491
H 4.5087 24.0089 -16.1283
```

## Properties
relative energy (zero: lowest compared OMol25 entry of this formula, charge and spin) = 46.1 kJ/mol
total charge = +2
frontier orbital gap = 0.219 Ha
2S+1 = 1
DFT total energy = -9352.1860 eV
LUMO = -14.59 eV

These are the Mulliken partial charges, in e, on atoms 1 to 6: number 1, In, carries 0.99; number 2, C, carries -0.91; number 3, C, carries 0.05; number 4, O, carries -0.06; number 5, H, carries 0.39; number 6, H, carries 0.36



No. 5
The following is a DFT calculation (ωB97M-V with the def2-TZVPD basis set) of one molecule with the formula C5H13NOS in a non-equilibrium geometry.

```
21
Properties=species:S:1:pos:R:3
O 2.5589 -1.7401 -2.3105
C 1.6047 -2.1183 -1.2786
C 0.8879 -0.8392 -0.9154
C 0.9078 -0.4611 0.6215
N 0.3514 0.9297 0.6197
C -1.1958 0.8676 0.7027
C -1.7535 2.1995 1.2101
S -3.4808 1.9262 1.5756
H 2.6746 -2.4710 -2.9313
H 2.2459 -2.6064 -0.5117
H 0.8748 -2.8250 -1.6610
H -0.2133 -0.9414 -0.9656
H 1.0820 0.0997 -1.4736
H 0.2627 -1.1388 1.1825
H 1.9343 -0.4207 0.9917
H 0.7722 1.6110 1.2388
H -1.3509 0.7885 -0.3818
H -1.3823 0.0071 1.3392
H -1.5442 2.9732 0.4653
H -1.2907 2.3704 2.1788
H -3.9459 1.7891 0.3038
```

## Properties
relative energy (zero: lowest compared OMol25 entry of this formula, charge and spin) = 213.1 kJ/mol
total charge = 0
frontier orbital gap = 0.347 Ha
2S+1 = 1
DFT total energy = -19766.8928 eV
LUMO = 0.91 eV

These are the Mulliken partial charges, in e, on atoms 1 to 6: number 1, O, carries -0.54; number 2, C, carries -0.38; number 3, C, carries -0.56; number 4, C, carries -0.60; number 5, N, carries -0.37; number 6, C, carries -0.45



No. 6
The following is a DFT calculation (ωB97M-V with the def2-TZVPD basis set) of a 2-piece molecular cluster, C5H11Cl3N4O2PS overall.

```
27
Properties=species:S:1:pos:R:3
C 2.1535 -0.8285 2.0948
C 1.6627 -0.5519 0.6795
N 1.0288 0.7682 0.5798
C -0.2724 0.9523 0.4978
N -1.2137 -0.0166 0.4664
C -2.3715 0.6165 0.3827
P -3.9895 -0.2250 0.2971
O -4.1505 -0.8016 1.7634
O -3.6358 -1.4613 -0.6293
S -5.3254 0.9862 -0.2890
N -2.2175 1.9255 0.3509
N -0.8766 2.1603 0.4315
H 2.7394 -1.7446 2.1127
H 2.7723 -0.0098 2.4594
H 1.3067 -0.9622 2.7673
H 2.4763 -0.5747 -0.0389
H 0.9229 -1.2930 0.3928
H 1.6301 1.5767 0.5876
H -3.7065 -1.6470 1.9237
H -2.6949 -1.6975 -0.6439
H -2.9475 2.6221 0.2619
H -0.4867 3.0887 0.4403
C 3.3671 -0.5442 -3.4567
Cl 4.7920 -1.0156 -4.3577
Cl 2.6832 -1.9187 -2.5782
Cl 3.7337 0.7863 -2.3422
H 2.6198 -0.1905 -4.1538
```

## Properties
total charge = +1
frontier orbital gap = 0.346 Ha
2S+1 = 1
DFT total energy = -73105.7906 eV
LUMO = -3.45 eV

These are the Mulliken partial charges, in e, on atoms 1 to 6: number 1, C, carries -1.19; number 2, C, carries -0.08; number 3, N, carries -0.08; number 4, C, carries 0.37; number 5, N, carries -0.40; number 6, C, carries 0.33